No. 1
This record from the OMol25 dataset describes C22H10F15GeOSSbSe4Tc as an isolated structure. The level of theory is ωB97M-V with the def2-TZVPD basis set.

Geometry as XYZ:
```
56
C22H10F15GeOSSbSe4Tc, DFT ωB97M-V with the def2-TZVPD basis set
Tc -2.0585 0.9853 0.9297
Se -3.3978 -2.5430 -2.5534
Sb -4.3286 -0.8331 -1.2314
Se -3.2681 -0.8896 1.2696
Se -2.7961 1.3004 -1.2271
Se -6.5807 -0.1629 -0.9848
C -5.4252 1.7669 2.4702
C -4.7262 2.7432 1.5714
O -3.2808 2.6057 1.6568
C -2.5555 3.7963 1.2501
C -2.4887 4.8234 2.3544
H -6.4762 2.0586 2.5352
H -4.9946 1.7839 3.4733
H -5.4016 0.7557 2.0762
H -4.9490 3.7631 1.8830
H -5.0110 2.6196 0.5268
H -3.0034 4.1778 0.3349
H -1.5432 3.4597 0.9998
H -3.4766 5.1859 2.6413
H -1.9090 5.6814 2.0048
H -1.9993 4.4104 3.2372
F 4.4098 0.2889 -0.9689
C 4.2684 -0.1496 0.2865
C 3.0806 -0.7092 0.7325
C 3.0639 -1.1706 2.0429
F 1.9723 -1.7526 2.5523
C 4.1533 -1.0591 2.8812
F 4.1057 -1.5000 4.1357
C 5.3095 -0.4783 2.4019
F 6.3672 -0.3565 3.1945
C 5.3751 -0.0312 1.0994
F 6.5038 0.5059 0.6417
Ge 1.4365 -0.8318 -0.2940
S 0.1255 0.5292 0.8953
C 1.6259 -0.0663 -2.0646
C 1.9406 1.2840 -2.1758
F 2.1461 2.0312 -1.0849
C 2.0744 1.9173 -3.3904
F 2.3769 3.2117 -3.4675
C 1.8917 1.1883 -4.5484
F 2.0202 1.7824 -5.7279
C 1.5781 -0.1512 -4.4856
F 1.4067 -0.8395 -5.6113
C 1.4447 -0.7598 -3.2536
F 1.1319 -2.0586 -3.2729
C 1.0764 -2.7350 -0.4134
C -0.1138 -3.3566 -0.0973
F -1.1630 -2.6487 0.3139
C -0.2785 -4.7236 -0.1666
F -1.4332 -5.2899 0.1720
C 0.7753 -5.5084 -0.5814
F 0.6330 -6.8257 -0.6496
C 1.9796 -4.9293 -0.9269
F 2.9839 -5.6962 -1.3452
C 2.1114 -3.5605 -0.8343
F 3.2903 -3.0390 -1.2072
```

## Properties
**HOMO (spin up / spin down)**: -8.07 / -8.02 eV
**Lowest unoccupied orbital energy (spin up / spin down)**: -2.4 / -1.9 eV
**HOMO-LUMO gap (spin up / spin down)**: 5.64 / 6.08 eV
**Multiplicity**: 2
**Relative energy (zero: lowest compared OMol25 entry of this formula, charge and spin)**: 0.0000 eV



No. 2
This record from the OMol25 dataset describes C22H10F6GaN3OS7 as an isolated structure. The level of theory is ωB97M-V with the def2-TZVPD basis set.

Geometry as XYZ:
```
50
C22H10F6GaN3OS7, DFT ωB97M-V with the def2-TZVPD basis set
Ga 0.4421 1.5942 -0.9928
S 1.2979 3.7085 -1.5998
C -0.2325 4.4540 -1.9495
C -0.2342 5.8800 -2.0756
N -0.2109 7.0257 -2.1940
C -1.3875 3.7631 -2.1459
S -1.5528 2.0234 -2.0735
C -2.5864 4.4701 -2.4770
N -3.5587 5.0236 -2.7506
F 5.6851 -2.0945 1.8333
C 4.8387 -1.3487 1.0966
C 3.4915 -1.6482 1.0496
F 3.0269 -2.6983 1.7421
C 2.6250 -0.8852 0.2878
F 1.3368 -1.2466 0.2501
C 3.0485 0.2302 -0.4530
O 2.2797 0.9842 -1.1770
C 4.4319 0.4896 -0.3914
F 4.9292 1.5280 -1.0794
C 5.3015 -0.2710 0.3627
F 6.6117 0.0310 0.3864
C -3.0372 -3.2325 2.3248
S -2.9829 -4.3683 0.9184
C -3.6851 -3.3678 -0.3325
C -3.1253 -2.2368 -0.8533
S -1.6622 -1.4700 -0.4264
S -4.1058 -1.5145 -2.1296
C -5.4013 -2.6497 -2.1743
S -6.6884 -2.5660 -3.2262
S -5.2200 -3.8778 -0.9964
H -2.5794 -3.7460 3.1706
H -4.0657 -2.9722 2.5699
H -2.4615 -2.3401 2.0820
C 0.7030 -2.8103 -2.5334
C 0.6507 -1.3808 -2.7962
N 0.5915 -0.2520 -2.9951
H 0.4601 -2.9671 -1.4828
H 1.6939 -3.1984 -2.7675
H -0.0489 -3.3170 -3.1363
F -0.0189 1.5829 5.1195
C 0.0606 1.5731 3.7571
C 1.2533 1.9247 3.1618
C 1.3210 1.9004 1.7732
C 0.2303 1.5281 0.9845
C -0.9572 1.2076 1.6410
C -1.0549 1.2230 3.0277
H 2.0972 2.2173 3.7734
H 2.2515 2.2003 1.3014
H -1.8272 0.9312 1.0576
H -1.9742 0.9655 3.5380
```

## Properties
**HOMO**: -2.44 eV
**Lowest unoccupied orbital energy**: 4.0 eV
**HOMO-LUMO gap**: 6.42 eV
**Total charge**: -2
**Relative energy (zero: lowest compared OMol25 entry of this formula, charge and spin)**: 0.3917 eV



No. 3
This record from the OMol25 dataset describes a 7-piece molecular cluster, C22H12B4Br6O32 overall at a distorted geometry. The level of theory is ωB97M-V with the def2-TZVPD basis set.

Geometry as XYZ:
```
76
C22H12B4Br6O32, DFT ωB97M-V with the def2-TZVPD basis set
O -1.8115 4.5329 -2.2714
C -1.3739 4.7644 -1.1715
O -0.1903 4.4431 -0.7114
B -0.0821 4.8011 0.7029
O -1.4005 5.3445 1.0909
C -2.1674 5.3140 0.0151
O -3.3423 5.5843 -0.1036
O 0.9669 5.7872 1.0709
C 1.8216 5.3266 1.9528
O 2.7657 5.9409 2.3896
C 1.3505 3.9381 2.3235
O 0.2605 3.6274 1.5487
O 1.8940 3.2824 3.1584
O -5.9154 1.2844 0.7985
C -5.4734 0.5888 1.6695
O -5.2474 0.9096 2.9166
B -4.5562 -0.1478 3.6709
O -4.4622 -1.2356 2.6595
C -4.9088 -0.8370 1.4891
O -5.0106 -1.5321 0.5034
O -5.2865 -0.6720 4.8312
C -4.5637 -0.6497 5.9059
O -4.8342 -1.0841 7.0068
C -3.1474 -0.0998 5.4882
O -3.2353 0.2350 4.1813
O -2.1904 0.0631 6.1822
O 4.4815 -1.7348 2.1791
C 5.5476 -2.1759 2.5358
O 6.3016 -3.0990 1.9340
B 7.5543 -3.2996 2.7150
O 7.4895 -2.2599 3.7520
C 6.3288 -1.6352 3.7379
O 5.9343 -0.7860 4.4883
O 8.7749 -3.0891 1.9088
C 9.6591 -4.0633 2.0870
O 10.7649 -4.1330 1.6388
C 8.9464 -5.1499 2.9171
O 7.7588 -4.6213 3.2576
O 9.3704 -6.2198 3.2535
O 0.3826 -1.0698 2.6527
C 0.3405 -0.6327 1.5462
O -0.6749 -0.4799 0.6939
B -0.2686 0.1620 -0.5522
O 1.1390 0.5180 -0.3483
C 1.5283 0.1133 0.8517
O 2.5843 0.2586 1.3991
O -1.2555 1.2508 -0.8292
C -1.9769 0.9227 -1.8878
O -2.8560 1.5607 -2.4097
C -1.5048 -0.4340 -2.4431
O -0.4843 -0.7803 -1.6768
O -1.9651 -0.9996 -3.3965
Br -5.2543 2.0581 -5.1705
C -4.3005 0.8495 -6.4124
C -2.8192 0.8182 -6.1008
Br -2.1100 2.6171 -6.4813
H -4.5468 1.1862 -7.4171
H -4.8249 -0.0971 -6.2865
H -2.2971 0.2407 -6.8623
H -2.5630 0.5008 -5.0913
Br -0.3269 -3.9109 -1.3482
C -2.0916 -4.4759 -0.6435
C -2.5448 -3.7386 0.6418
Br -4.1740 -4.5770 1.3781
H -2.0413 -5.5506 -0.4862
H -2.8564 -4.2899 -1.3961
H -2.5761 -2.6569 0.5259
H -1.7727 -3.8437 1.4044
Br 0.5254 2.6158 -3.7578
C 0.9494 0.8362 -4.4180
C 2.2750 0.7730 -5.1919
Br 3.7413 1.4810 -4.0460
H 0.1598 0.3471 -4.9927
H 0.9873 0.1612 -3.5615
H 2.1739 1.2809 -6.1499
H 2.5267 -0.2578 -5.4389
```

## Properties
**HOMO**: -1.10 eV
**Lowest unoccupied orbital energy**: 5.9 eV
**HOMO-LUMO gap**: 7.01 eV
**Total charge**: -4
**Relative energy (zero: lowest compared OMol25 entry of this formula, charge and spin)**: 0.0000 eV



| no. | E_tot (Ha) |
| --- | --- |
| 1 | -14819.40015 |
| 2 | -6395.29566 |
| 3 | -18797.73950 |